No. 1
Molecular formula: C17H22N5O5OsS
Method: DFT, ωB97M-V/def2-TZVPD

```
51
Properties=species:S:1:pos:R:3:forces:R:3
Os 0.3015 0.4932 -0.3627 1.0 0.8 0.8
C 0.7785 2.5876 -3.3321 0.0 0.0 -0.1
C 0.6809 1.1139 -3.3561 0.0 0.0 0.1
N 0.5464 0.2933 -2.2737 -0.2 0.2 -0.6
C 0.4994 -1.0186 -2.7478 -0.1 0.2 0.3
C 0.5995 -1.0082 -4.0897 0.0 0.0 0.2
N 0.7006 0.3315 -4.4244 0.0 0.2 -0.1
C 0.6404 -2.0215 -5.2073 0.2 0.2 0.0
O 0.6060 -3.2893 -4.8776 0.0 -0.1 -0.1
O 0.7352 -1.5822 -6.3134 -0.1 0.0 0.0
C 0.4175 -2.0135 -1.6862 -0.1 -0.4 -0.3
O 0.4489 -3.1928 -1.8807 0.0 -0.2 0.3
O 0.3088 -1.4467 -0.4696 0.3 -1.2 -0.2
H 0.8599 2.9494 -2.3085 0.0 0.0 0.0
H -0.1013 3.0367 -3.7982 0.0 0.0 0.0
H 1.6522 2.9210 -3.8937 0.0 0.0 0.0
H 0.7848 0.6189 -5.4001 0.0 0.0 0.0
H 0.5459 -3.4581 -3.9215 0.0 0.0 0.1
C -1.7115 -1.0783 2.0548 0.1 -0.1 0.1
N -2.2765 0.2426 2.3071 0.2 -0.1 -0.2
C -3.1300 0.3871 3.5063 -0.2 0.1 0.1
C -4.2185 1.4053 3.2370 0.1 0.0 -0.1
C -3.5823 2.7046 2.7963 -0.1 0.0 0.2
N -2.6053 2.4667 1.7156 0.2 0.2 -0.2
C -2.2542 3.6642 0.9337 0.0 0.0 0.0
C -2.0358 1.2948 1.5469 -0.1 0.1 -0.1
O -1.1613 1.2404 0.5055 -0.3 -0.1 0.5
H -2.4183 -1.8225 2.4128 0.0 0.0 0.0
H -0.7747 -1.2126 2.6059 0.0 0.0 0.0
H -1.5547 -1.2623 1.0013 0.0 0.0 -0.2
H -2.5081 0.6812 4.3549 0.0 0.0 0.0
H -3.5531 -0.5903 3.7233 0.0 0.0 0.0
H -4.8068 1.5721 4.1370 0.0 0.0 0.0
H -4.8941 1.0306 2.4661 0.0 0.0 0.0
H -3.0626 3.1996 3.6195 0.0 0.0 0.0
H -4.3276 3.3970 2.4102 0.0 0.0 0.0
H -3.1754 4.1508 0.6222 0.0 0.0 0.0
H -1.6776 3.4090 0.0551 0.0 0.0 0.0
H -1.6888 4.3608 1.5528 0.0 0.0 0.1
S 2.2266 0.5547 0.6723 -0.5 0.3 -0.5
C 3.1135 -0.9936 0.8476 -0.2 -0.1 0.1
N 2.5654 -2.1574 1.2650 0.0 0.0 -0.2
C 3.2943 -3.2611 1.4831 0.1 0.0 0.0
C 4.6654 -3.2329 1.3001 0.0 0.0 0.0
C 5.2593 -2.0568 0.8779 -0.1 0.1 0.0
C 4.4718 -0.9196 0.6515 0.1 -0.1 0.1
H 1.5561 -2.2247 1.3332 -0.1 0.0 0.0
H 2.7563 -4.1472 1.7919 0.0 0.0 0.0
H 5.2485 -4.1243 1.4852 0.0 0.0 0.0
H 6.3302 -2.0057 0.7275 0.0 0.0 0.0
H 4.9248 0.0131 0.3434 0.0 0.0 0.0
```
Forces are in eV/Å.

Computed properties:
**Maximum force**: 0.029 Eh/bohr
**M**: 598.690 g mol⁻¹
**Net charge**: +3
**ΔE to the lowest compared entry with this formula, charge and spin**: 10.3 kcal per mole
**E_tot**: -48950.5904 eV

Partial charges, Mulliken, in e:
1. Os 1.583
2. C -1.293
3. C 0.405
4. N -0.380
5. C 0.241
6. C -0.084
7. N 0.042
8. C 0.529
9. O -0.434
10. O -0.488
11. C 0.934
12. O -0.681
13. O -0.549
14. H 0.315
15. H 0.361
16. H 0.402
17. H 0.288
18. H 0.357
19. C -1.162
20. N 0.144
21. C -0.569
22. C -0.682
23. C -0.623
24. N 0.065
25. C -0.955
26. C 0.838
27. O -0.788
28. H 0.381
29. H 0.278
30. H 0.463
31. H 0.302
32. H 0.378
33. H 0.379
34. H 0.319
35. H 0.336
36. H 0.401
37. H 0.346
38. H 0.269
39. H 0.371
40. S -0.175
41. C 0.733
42. N 0.186
43. C -0.117
44. C -0.617
45. C -0.250
46. C -0.651
47. H 0.063
48. H 0.452
49. H 0.444
50. H 0.460
51. H 0.432



No. 2
Molecular formula: C9H13N2OP
Method: DFT, ωB97M-V/def2-TZVPD

```
26
Properties=species:S:1:pos:R:3:forces:R:3
C 0.4289 -3.6898 0.0034 0.5 -1.1 1.0
C -0.7545 -3.2380 0.5288 -2.7 1.2 0.6
C 1.4114 -2.8480 -0.3708 0.6 2.0 -1.8
C -1.1006 -1.9154 0.4235 1.5 1.1 -0.4
C 1.2320 -1.4322 -0.3668 -2.5 -2.0 1.3
C -0.1161 -0.9078 -0.0143 -0.2 -1.7 -0.6
C -1.7204 2.2997 -0.5908 0.2 1.1 -0.6
C 2.4502 1.7533 0.8159 1.6 1.6 1.6
C -1.6594 0.9444 0.0903 -1.8 -1.2 1.6
N 2.3168 -0.7013 -0.6287 2.4 2.7 -0.2
N -0.4857 0.3000 -0.3726 2.0 0.4 0.8
O 4.6283 0.5710 -0.5679 0.3 -0.1 -0.1
P 3.4851 0.2502 0.3123 -2.5 1.0 -0.4
H 0.6297 -4.7248 0.0669 0.2 -1.1 -0.3
H -1.5619 -3.8346 0.9722 0.7 -0.5 -0.5
H 2.3037 -3.1624 -0.9344 -0.2 -0.3 0.9
H -2.1243 -1.5671 0.4778 0.1 -0.2 0.6
H -1.4396 3.2404 -0.0394 0.5 -1.3 0.0
H -1.0934 2.1999 -1.5229 -0.8 0.4 1.0
H -2.7287 2.5722 -0.8535 -0.6 -0.2 -0.5
H 2.0029 1.5356 1.8267 -0.1 0.1 -1.3
H 3.2117 2.5794 1.0714 -0.6 -1.4 -0.2
H 1.8101 2.3224 0.1077 0.0 -1.3 0.2
H -1.8145 0.9647 1.2653 0.8 0.1 -2.0
H -2.5408 0.2540 -0.1721 0.7 1.3 -0.1
H 2.9491 -1.0613 -1.3267 0.0 -0.6 -0.3
```
Forces are in eV/Å.

Computed properties:
**Maximum force**: 0.070 Eh/bohr
**M**: 196.190 g mol⁻¹
**Net charge**: 0
**ΔE to the lowest compared entry with this formula, charge and spin**: 45.5 kcal per mole
**E_tot**: -23857.3251 eV

Partial charges, Mulliken, in e:
1. C -0.709
2. C -0.580
3. C -0.286
4. C -0.564
5. C 0.286
6. C 0.814
7. C -1.172
8. C -0.867
9. C -0.268
10. N -0.183
11. N -0.274
12. O -0.559
13. P 0.349
14. H 0.374
15. H 0.349
16. H 0.289
17. H 0.215
18. H 0.267
19. H 0.300
20. H 0.384
21. H 0.305
22. H 0.331
23. H 0.266
24. H 0.324
25. H 0.219
26. H 0.391